(1)
The following is a quantum chemistry calculation of a 2-piece molecular cluster, C5H7O3P overall, from the Open Molecules 2025 dataset.

Multiplicity: 1
Structure (SMILES): CPC(C)=C=O.O=C=O
Calculated total energy in eV: -20728.3794
Charge: 0
E_HOMO in eV: -8.9
Strongest force on any atom in eV Å⁻¹: 4.0
ΔE to the lowest compared entry with this formula, charge and spin in kcal per mole: 45.15

Last column: Mulliken charge in e.
Element x y z (Å)
C (-0.086, 1.683, -0.354)  0.57
P (-0.024, -0.985, -0.465)  0.02
H (-1.059, -0.201, 2.094)  0.26
O (-0.126, 2.673, -1.006)  -0.48
O (3.151, -1.387, -0.668)  -0.34
O (2.648, -0.302, 1.269)  -0.36
C (2.808, -0.851, 0.268)  0.71
C (-0.133, 0.649, 0.394)  0.14
H (-1.742, -1.979, -2.130)  0.31
H (-2.463, -0.842, -0.967)  0.32
C (-0.361, 0.700, 1.855)  -1.02
H (0.813, -0.276, -1.326)  0.01
H (0.555, 0.618, 2.575)  0.21
H (-1.464, -0.167, -2.184)  0.31
C (-1.541, -1.023, -1.530)  -0.96
H (-0.976, 1.690, 2.177)  0.30

(2)
The following is a quantum chemistry calculation of C30H30AsN7O9S4Ti as an isolated structure, from the Open Molecules 2025 dataset.

Multiplicity: 1
Calculated total energy in eV: -187756.8531
Charge: -2
E_HOMO in eV: -2.3
Strongest force on any atom in eV Å⁻¹: 1.1
ΔE to the lowest compared entry with this formula, charge and spin in kcal per mole: 0.00

Last column: Mulliken charge in e.
Element x y z (Å)
O (-1.237, 0.030, 2.918)  -0.30
C (-1.918, 1.738, -4.310)  -0.45
C (1.912, -1.452, 5.995)  -0.67
H (4.239, 3.178, 0.148)  0.35
C (-2.572, 1.571, -5.518)  -0.48
N (-2.129, 0.893, -1.757)  0.33
O (-4.213, 1.516, -3.116)  -0.83
C (-0.938, 2.740, 0.981)  -0.39
H (0.443, -4.105, 4.500)  0.47
H (-0.018, 1.848, -3.322)  -0.21
C (-4.787, -3.041, 2.317)  -0.45
H (2.432, 0.364, 4.999)  0.28
H (-4.572, -1.067, 5.609)  0.34
S (0.476, -2.990, 1.973)  1.52
As (1.820, 0.557, 2.361)  0.49
C (-1.203, -2.956, -2.574)  -1.01
O (1.999, -0.921, -1.606)  -0.77
H (1.434, -0.143, -1.480)  0.13
C (1.018, -2.304, 3.523)  0.45
H (0.123, 2.594, 1.121)  0.11
N (3.307, 5.652, -0.333)  -0.63
H (-4.073, 4.126, 0.453)  0.43
H (2.051, -1.295, -0.714)  0.44
C (-0.532, 1.773, -4.272)  0.42
C (0.890, -3.129, 4.633)  -0.57
C (1.337, -2.706, 5.875)  -0.58
C (0.197, 1.650, -5.443)  -0.91
C (-4.143, -1.077, 3.516)  -0.21
C (-0.453, 1.492, -6.664)  1.02
H (2.675, 6.425, -0.194)  0.23
N (-1.784, 1.753, 0.880)  0.89
Ti (-1.062, -0.357, 1.108)  1.04
C (1.396, 4.416, -1.189)  -1.41
C (0.805, 3.190, -1.455)  -0.61
H (1.280, 1.654, -5.405)  0.33
O (-2.630, 3.208, -2.303)  -0.75
S (-1.648, 4.281, 0.842)  -0.17
H (1.236, -3.353, 6.738)  0.35
C (-1.898, -0.394, -2.050)  -0.19
C (2.008, -0.631, 4.881)  -1.02
H (-5.622, -3.318, 5.595)  0.34
H (-2.357, 1.328, -7.640)  0.27
S (-3.626, -1.104, 0.779)  -0.56
H (-0.202, 3.154, -1.857)  0.82
O (0.181, -4.383, 2.199)  -0.81
C (2.604, 2.049, -0.650)  -0.76
H (-1.385, 0.928, 3.225)  0.11
C (-3.069, 2.202, 0.678)  -1.23
H (3.038, 1.089, -0.396)  0.66
H (-4.824, -3.597, 1.389)  0.33
H (-3.652, 1.504, -5.517)  0.49
S (-2.845, 1.856, -2.792)  1.47
O (1.492, -2.696, 0.992)  -0.73
C (-1.978, -2.203, -3.439)  -0.42
H (-2.338, -2.624, -4.376)  0.41
N (0.290, 1.393, -7.860)  -0.65
C (-0.876, -2.346, -1.378)  -0.18
H (-3.673, -0.104, 3.535)  0.15
C (-1.845, 1.461, -6.693)  -0.73
C (2.660, 4.441, -0.609)  1.23
O (0.593, 0.093, 0.920)  0.90
N (1.389, 2.018, -1.204)  0.12
H (0.863, 5.333, -1.413)  0.35
C (-5.234, -2.887, 4.680)  -0.37
C (-4.202, -1.768, 2.301)  0.55
O (-0.815, -2.259, 1.654)  -0.78
C (-3.186, 3.548, 0.645)  -0.12
N (-1.242, -1.104, -1.084)  1.12
C (3.270, 3.222, -0.334)  -0.71
C (-4.646, -1.628, 4.683)  -0.64
H (3.979, 5.588, 0.416)  0.23
H (-0.183, 0.845, -8.564)  0.22
C (1.569, -1.025, 3.618)  -0.05
O (3.313, 0.336, 1.697)  -0.86
H (-0.891, -3.965, -2.794)  0.43
H (-5.738, -4.579, 3.456)  0.32
H (-3.849, 1.468, 0.546)  0.31
C (-5.297, -3.589, 3.482)  -0.52
H (-0.294, -2.865, -0.632)  0.15
N (-2.330, -0.955, -3.199)  -0.45
H (2.274, -1.105, 6.957)  0.36
H (1.217, 1.023, -7.706)  0.24

(3)
The following is a quantum chemistry calculation of one molecule with the formula C5H8, from the Open Molecules 2025 dataset.

Multiplicity: 1
Structure (SMILES): C1=CCCC1
Calculated total energy in eV: -5312.1498
Charge: 0
E_HOMO in eV: -8.9
Strongest force on any atom in eV Å⁻¹: 1.7
ΔE to the lowest compared entry with this formula, charge and spin in kcal per mole: 46.52

Last column: Mulliken charge in e.
Element x y z (Å)
H (1.559, 0.067, 1.294)  0.22
C (1.203, -0.210, 0.297)  -0.33
H (0.285, -2.078, 0.830)  0.33
C (-0.034, -1.012, 0.706)  -0.73
C (-0.538, 0.878, -0.937)  -0.20
H (-0.903, 1.410, -1.816)  0.34
H (2.050, -0.748, -0.163)  0.28
C (-1.399, -0.053, -0.159)  -0.59
H (-1.778, 0.339, 0.779)  0.20
H (-2.340, -0.240, -0.745)  0.32
C (0.760, 0.872, -0.634)  -0.45
H (-0.345, -0.715, 1.703)  0.23
H (1.481, 1.490, -1.153)  0.37

(4)
The following is a quantum chemistry calculation of C11H32N2NiO5P2 as an isolated structure, from the Open Molecules 2025 dataset.

Multiplicity: 3
Calculated total energy in eV: -84755.3319
Charge: 0
E_HOMO (alpha / beta) in eV: -5.2 / -7.3
Strongest force on any atom in eV Å⁻¹: 3.2

Last column: Mulliken charge in e.
Element x y z (Å)
H (-2.510, -3.498, -0.863)  0.56
H (-2.099, 1.641, -1.067)  0.29
H (2.715, -2.895, 1.923)  0.48
C (0.376, 3.116, -0.178)  0.08
C (0.124, -2.957, -0.816)  -1.66
H (-1.708, -2.784, 2.103)  0.47
C (-2.119, 0.128, -3.425)  -0.18
P (0.492, -1.554, 1.707)  1.24
H (-3.333, -2.155, -1.725)  0.43
H (-0.403, -2.557, 3.763)  0.44
O (2.115, -0.381, -2.162)  -0.72
H (-0.364, -3.896, -0.512)  0.38
H (-0.791, 1.228, 2.057)  0.34
P (-1.109, -1.610, -0.875)  1.49
H (2.752, 4.266, 1.307)  0.29
H (-3.149, -1.606, 0.441)  0.66
H (-1.634, -1.090, 2.745)  0.53
H (-3.874, 0.896, -3.924)  0.29
C (-2.148, -1.196, 0.662)  -0.89
H (-1.165, 4.554, -0.217)  0.45
H (1.039, -2.845, -0.180)  0.45
H (0.848, -3.559, 3.012)  0.35
C (2.785, 3.790, 0.320)  -1.62
H (1.914, -1.109, -1.537)  0.22
N (1.909, 1.498, 0.306)  0.10
C (-1.403, -1.746, 1.864)  -1.11
O (-3.470, 0.428, -3.156)  -0.52
H (3.764, 3.349, 0.192)  0.44
H (0.480, -3.110, -1.859)  0.32
N (-0.403, 2.037, -0.325)  0.33
C (1.708, 2.807, 0.142)  0.69
H (0.694, 1.033, 2.252)  0.34
O (3.235, 1.321, 0.689)  -0.58
Ni (-0.034, 0.069, -0.099)  -0.40
H (-2.039, -3.083, -2.556)  0.41
H (2.848, -1.688, 0.555)  0.44
H (1.986, 0.417, -1.583)  0.39
O (-1.683, 2.433, -0.716)  -0.64
H (-1.873, -0.684, -2.696)  -0.21
H (3.358, 0.373, 0.807)  0.24
H (-2.293, -0.091, 0.761)  0.18
H (2.674, 4.614, -0.385)  0.39
H (1.315, -2.133, 3.948)  0.38
H (0.164, 4.895, -1.336)  0.28
C (2.460, -1.878, 1.561)  -1.69
H (-1.898, -0.243, -4.448)  0.38
H (-1.470, 0.970, -3.177)  0.21
C (-0.098, 4.491, -0.351)  -1.66
C (0.564, -2.518, 3.241)  -1.51
H (0.396, 5.153, 0.365)  0.41
C (-2.381, -2.681, -1.589)  -1.75
O (-0.142, 1.159, 2.781)  -0.67
H (2.875, -1.118, 2.249)  0.47